Below is a structure of composition C32H54BaN5O6P2SSi3, with properties calculated with ωB97M-V/def2-TZVPD.

Each line ends with the Mulliken charge.
CARTESIAN COORDINATES (ANGSTROEM)
Ba 0.411 0.509 0.008  -0.267
N -1.530 -2.309 3.084  -0.107
C -0.371 -1.571 3.721  1.011
C -0.148 -2.062 5.141  -1.891
P -0.885 0.234 3.716  0.138
O -2.444 -0.074 4.171  -0.646
O -0.210 0.993 4.784  -0.721
O -0.910 0.617 2.279  0.270
P 1.036 -1.893 2.544  0.194
O 1.502 -3.390 2.989  -0.641
O 2.137 -0.931 2.775  -0.037
O 0.364 -2.030 1.206  -0.852
H -2.425 -1.897 3.369  0.492
H -1.493 -3.301 3.315  0.359
H -1.407 -2.211 2.062  -0.100
H -1.012 -1.834 5.769  0.472
H 0.705 -1.526 5.557  0.298
H 0.058 -3.135 5.165  0.473
H -2.795 0.680 4.657  0.345
H 2.301 -3.327 3.524  0.347
C -3.537 -0.858 0.671  -0.542
Si -3.472 -0.351 -1.162  -0.222
C -5.243 0.149 -1.636  -1.088
C -3.259 -2.072 -1.948  -1.179
C -2.193 0.867 -1.586  1.900
Si -2.501 2.577 -1.007  0.264
C -0.944 3.542 -0.552  0.107
C -3.527 2.635 0.590  -0.897
C -3.451 3.648 -2.247  -1.189
Si -1.604 0.644 -3.285  -0.612
C -0.531 1.980 -4.040  -0.425
C -2.943 0.378 -4.612  -1.176
C -0.571 -1.001 -3.329  -0.718
C -0.569 -1.866 -4.427  -0.265
C 0.063 -3.095 -4.358  -0.576
C 0.690 -3.458 -3.175  -0.882
C 0.680 -2.546 -2.132  -1.151
N 0.091 -1.351 -2.207  2.107
H -4.506 -1.306 0.915  0.466
H -3.320 -0.058 1.378  0.282
H -2.773 -1.636 0.783  -0.375
H -5.964 -0.631 -1.371  0.367
H -5.304 0.316 -2.715  0.277
H -5.552 1.076 -1.149  0.315
H -4.072 -2.708 -1.582  0.479
H -2.314 -2.532 -1.645  0.076
H -3.296 -2.087 -3.038  0.268
H -0.558 3.270 0.441  0.116
H -1.196 4.605 -0.474  0.620
H -0.116 3.423 -1.262  -0.700
H -2.970 2.171 1.409  -0.095
H -4.500 2.145 0.515  0.231
H -3.699 3.682 0.857  0.397
H -2.888 3.777 -3.174  0.300
H -3.657 4.642 -1.840  0.360
H -4.404 3.173 -2.498  0.274
H -1.146 2.846 -4.306  0.297
H -0.078 1.608 -4.965  0.368
H 0.261 2.303 -3.352  -0.258
H -3.569 1.275 -4.624  0.303
H -3.599 -0.477 -4.437  0.351
H -2.504 0.277 -5.610  0.371
H -1.094 -1.574 -5.328  0.360
H 0.052 -3.770 -5.206  0.403
H 1.172 -4.419 -3.057  0.465
H 1.152 -2.781 -1.182  0.502
N 4.479 0.987 2.623  -0.071
C 3.937 1.271 3.894  -0.108
C 4.465 0.679 5.031  -0.718
C 3.927 0.971 6.278  -0.669
C 2.840 1.820 6.384  -0.678
C 2.289 2.382 5.240  -0.501
C 2.856 2.136 4.000  1.020
S 2.226 2.905 2.542  -0.372
N 2.648 1.778 1.358  0.364
C 3.661 1.025 1.498  -0.254
C 4.119 0.189 0.349  0.552
C 5.477 -0.033 0.160  -0.746
C 5.893 -0.718 -0.972  -0.764
C 4.941 -1.145 -1.877  -1.057
C 3.610 -0.867 -1.611  -0.518
N 3.199 -0.224 -0.525  0.889
H 5.080 0.177 2.639  0.303
H 5.301 -0.006 4.941  0.408
H 4.356 0.519 7.164  0.377
H 2.399 2.029 7.350  0.356
H 1.399 2.992 5.300  0.284
H 6.199 0.370 0.857  0.599
H 6.947 -0.891 -1.151  0.424
H 5.215 -1.665 -2.785  0.485
H 2.837 -1.151 -2.315  0.496
C 3.923 4.132 -0.941  -1.638
C 2.413 3.924 -1.155  1.969
C 1.851 5.125 -1.916  -1.598
C 2.035 2.622 -1.839  0.054
H 4.155 5.063 -0.401  0.353
H 4.431 4.160 -1.911  0.431
H 4.344 3.299 -0.373  0.194
H 1.956 3.941 -0.151  -0.505
H 2.245 5.123 -2.939  0.324
H 2.119 6.082 -1.455  0.398
H 0.764 5.064 -1.985  0.292
H 2.495 2.577 -2.842  0.354
H 2.441 1.774 -1.296  -1.142

Calculated values
Orbital gap (Ha): 0.1538
E (a.u.): -3952.30112
Charge: -1
E_HOMO (eV): -2.3
Spin multiplicity: 1
LUMO energy (eV): 1.87